This record from the OMol25 dataset describes a molecular structure, C5H8O2. The level of theory is ωB97M-V with the def2-TZVPD basis set.

Summary:
ΔE to the lowest compared entry with this formula, charge and spin: 68.9 kcal/mol
Largest force on an atom: 1.73 eV/Å
Orbital gap: 10.4 eV
E_LUMO: 0.99 eV
Net charge: 0
2S+1: 1
E_HOMO: -9.4 eV

Cartesian coordinates (Å):
O -2.192 -1.639 -0.127
C -0.213 -0.131 1.156
C 0.930 -0.745 0.751
C 1.166 -0.056 -0.586
C 0.927 1.429 -0.234
C -0.467 0.816 -0.009
O -0.187 -0.048 -1.158
H -2.663 -1.299 -0.897
H -0.755 -0.200 2.085
H 1.604 -1.378 1.298
H -1.238 -1.557 -0.437
H 1.938 -0.405 -1.272
H 1.454 1.850 0.622
H 0.958 2.079 -1.107
H -1.404 1.367 -0.071

Löwdin population analysis, charges in e, atoms 1 to 2:
1. O -0.0875
2. C -0.0311